(1)
DFT (the ωB97M-V functional and the def2-TZVPD basis) results for C23H34N4O2 in the gas phase at a distorted geometry.

Geometry as XYZ:
```
63
Properties=species:S:1:pos:R:3
C 1.97 -5.97 -6.22
C 1.97 -5.32 -4.87
C 2.90 -4.35 -4.53
C 2.88 -3.75 -3.28
C 1.93 -4.11 -2.34
C 0.99 -5.08 -2.68
C 1.01 -5.68 -3.92
H 0.27 -6.43 -4.17
H 0.24 -5.36 -1.95
C 1.89 -3.51 -1.00
N 0.76 -3.57 -0.36
N 0.64 -3.05 0.84
C 1.65 -2.41 1.54
O 1.44 -1.94 2.66
C 2.91 -2.38 0.85
C 3.03 -2.90 -0.40
H 3.98 -2.89 -0.91
H 3.74 -1.92 1.37
C -0.67 -3.18 1.44
H -0.55 -3.45 2.50
H -1.20 -3.97 0.90
C -1.49 -1.88 1.33
O -2.41 -1.76 0.55
N -1.10 -0.94 2.20
H -0.24 -1.11 2.72
C -1.63 0.40 2.20
H -2.59 0.36 1.68
H -1.80 0.71 3.23
C -0.67 1.37 1.49
N -1.01 2.77 1.57
C -0.89 3.34 2.91
C -0.34 4.78 2.86
C -0.31 5.37 4.26
H 0.34 4.78 4.91
H -1.30 5.39 4.70
H 0.08 6.39 4.24
C 1.05 4.78 2.23
H 1.02 4.31 1.26
H 1.75 4.24 2.86
H 1.42 5.80 2.11
H -1.00 5.39 2.24
H -1.85 3.34 3.44
H -0.18 2.73 3.48
C -2.27 3.13 0.94
H -3.13 2.60 1.40
C -2.29 2.91 -0.57
C -3.63 3.39 -1.14
H -3.76 4.46 -0.96
H -4.45 2.86 -0.68
H -3.66 3.22 -2.22
C -1.13 3.65 -1.23
H -1.12 3.46 -2.31
H -1.22 4.72 -1.07
H -0.19 3.32 -0.81
H -2.20 1.84 -0.78
H -2.43 4.20 1.13
H -0.60 1.09 0.44
H 0.33 1.25 1.93
H 3.61 -2.98 -3.06
H 3.65 -4.05 -5.25
H 1.89 -7.05 -6.12
H 2.89 -5.73 -6.76
H 1.12 -5.62 -6.80
```

Properties
structure (SMILES)	Cc1ccc(-c2ccc(=O)n(CC(=O)NCCN(CC(C)C)CC(C)C)n2)cc1
HOMO-LUMO gap	8.005	eV
highest occupied orbital energy	-8.108	eV
M	398.55	g mol⁻¹
E	-1266.33880	hartree
charge	0

=====

(2)
DFT (the ωB97M-V functional and the def2-TZVPD basis) results for C23H34N4O4S in the gas phase at a distorted geometry.

Geometry as XYZ:
```
66
Properties=species:S:1:pos:R:3
C 2.48 -6.61 -0.88
H 1.40 -6.62 -0.75
H 2.90 -5.79 -0.31
H 2.89 -7.54 -0.49
C 2.83 -6.49 -2.37
N 2.34 -5.28 -2.98
S 0.80 -5.27 -3.57
O 0.70 -4.23 -4.55
O 0.45 -6.61 -3.94
C -0.22 -4.81 -2.17
C -0.19 -3.52 -1.71
C -0.96 -3.15 -0.59
C -1.76 -4.12 0.02
C -1.79 -5.43 -0.47
C -1.02 -5.77 -1.56
H -1.02 -6.77 -1.97
H -2.42 -6.17 0.01
N -2.52 -3.76 1.10
C -2.52 -2.50 1.57
C -1.76 -1.50 1.05
C -0.89 -1.77 -0.09
O -0.14 -0.94 -0.61
C -1.91 -0.16 1.70
O -2.71 0.00 2.61
N -1.11 0.80 1.21
C -1.17 2.17 1.66
C -1.69 3.09 0.56
H -2.71 2.81 0.30
H -1.07 2.97 -0.33
C -1.68 4.55 1.02
N -0.33 4.98 1.34
C 0.42 5.44 0.19
C 0.03 6.85 -0.27
C 0.15 7.84 0.89
C -0.65 7.32 2.09
H -1.71 7.30 1.84
H -0.51 7.99 2.94
C -0.17 5.91 2.45
C -0.82 5.41 3.74
H -1.89 5.57 3.75
H -0.62 4.35 3.87
H -0.40 5.95 4.59
H 0.91 5.96 2.63
H -0.22 8.82 0.59
H 1.20 7.94 1.17
H -1.00 6.85 -0.64
H 0.68 7.16 -1.10
H 0.29 4.73 -0.62
H 1.48 5.44 0.47
H -2.14 5.17 0.23
H -2.31 4.63 1.91
H -1.83 2.20 2.53
H -0.17 2.50 1.95
H -0.51 0.56 0.43
H -3.16 -2.28 2.42
H -3.11 -4.47 1.54
H 0.40 -2.76 -2.20
C 3.18 -4.12 -3.12
C 3.50 -3.41 -1.80
H 2.59 -3.18 -1.25
H 4.02 -2.48 -2.02
H 4.15 -4.03 -1.18
H 2.63 -3.45 -3.78
H 4.11 -4.41 -3.62
H 3.91 -6.53 -2.50
H 2.38 -7.32 -2.91
```

Properties
structure (SMILES)	CCN(CC)S(=O)(=O)c1ccc2[nH]cc(C(=O)NCCCN3CCCC[C@H]3C)c(=O)c2c1
HOMO-LUMO gap	7.877	eV
highest occupied orbital energy	-8.008	eV
M	462.62	g mol⁻¹
E	-1815.03414	hartree
charge	0

=====

(3)
DFT (the ωB97M-V functional and the def2-TZVPD basis) results for a molecular structure, C23H35AsBClN10O6OsSi2 at a distorted geometry.

Geometry as XYZ:
```
80
Properties=species:S:1:pos:R:3
Os -0.09 -0.12 -0.36
C -2.86 1.84 2.17
C -1.56 1.51 1.80
N -1.59 0.53 0.89
N -2.88 0.24 0.65
C -3.66 1.00 1.41
B -3.20 -0.91 -0.35
N -2.83 -0.43 -1.75
C -3.50 -0.25 -2.90
C -2.58 -0.11 -3.92
C -1.34 -0.23 -3.30
N -1.49 -0.42 -1.99
N -2.23 -2.12 -0.04
C -2.52 -3.42 -0.09
C -1.35 -4.16 -0.05
C -0.35 -3.20 0.03
N -0.88 -1.98 0.06
N -4.62 -1.36 -0.14
C -5.14 -1.84 1.02
C -6.45 -2.17 0.79
C -6.65 -1.85 -0.57
N -5.56 -1.36 -1.12
H -3.17 2.59 2.87
H -0.62 1.91 2.13
H -4.73 0.90 1.37
H -4.57 -0.27 -2.91
H -2.78 0.04 -4.96
H -0.37 -0.24 -3.76
H -3.55 -3.74 -0.17
H -1.24 -5.23 -0.07
H 0.72 -3.33 0.07
H -4.54 -1.92 1.91
H -7.16 -2.59 1.49
H -7.55 -1.95 -1.16
C -0.50 -0.40 3.97
Si 1.28 -0.71 3.55
C 1.58 -2.52 3.23
C 2.33 0.11 4.84
As 1.73 0.08 1.24
Si 4.01 -0.79 0.82
C 3.89 -2.34 -0.20
C 4.73 -1.18 2.50
C 5.09 0.58 0.17
H -0.66 -0.81 4.98
H -1.21 -0.88 3.29
H -0.72 0.66 4.02
H 0.93 -3.04 3.93
H 2.61 -2.82 3.42
H 1.31 -2.85 2.23
H 1.92 -0.13 5.83
H 2.28 1.20 4.73
H 3.38 -0.19 4.83
H 3.08 -2.99 0.15
H 4.83 -2.89 -0.11
H 3.71 -2.13 -1.26
H 4.26 -2.01 3.03
H 4.72 -0.31 3.16
H 5.78 -1.46 2.35
H 4.96 0.75 -0.89
H 6.12 0.29 0.37
H 4.89 1.52 0.69
O 1.41 1.28 -3.05
Cl 2.08 0.03 -2.87
O 1.95 -0.83 -3.99
O 3.44 0.24 -2.51
O 1.45 -0.70 -1.70
C 3.38 3.94 -0.52
N 1.99 3.53 -0.80
C 1.20 4.29 -1.65
C -0.06 3.95 -1.90
C -0.61 2.72 -1.36
O -1.74 2.34 -1.55
N 0.27 1.94 -0.54
C 1.50 2.40 -0.29
O 2.31 1.77 0.54
H 3.48 4.98 -0.80
H 4.07 3.32 -1.10
H 3.59 3.82 0.54
H 1.67 5.17 -2.05
H -0.70 4.55 -2.53
```

Properties
HOMO-LUMO gap (alpha / beta)	8.156 / 7.111	eV
highest occupied orbital energy (alpha / beta)	-11.304 / -11.140	eV
M	915.19	g mol⁻¹
E	-5286.69429	hartree
spin multiplicity	2
charge	+1

=====

(4)
DFT (the ωB97M-V functional and the def2-TZVPD basis) results for a molecular structure, C23H35BBrCaCl2F3N3O11PS at a distorted geometry.

Geometry as XYZ:
```
82
Properties=species:S:1:pos:R:3
C -0.53 2.33 3.07
C 0.07 1.62 2.35
C 0.64 0.66 1.36
O -0.26 -0.36 0.92
C -1.18 0.14 -0.09
B -2.42 -0.91 -0.07
O -2.26 -2.30 -0.07
O -3.67 -0.37 0.00
C -4.64 -0.98 -0.86
C -0.40 0.22 -1.45
C -0.41 -1.11 -2.30
O -1.53 -1.08 -3.20
C -1.19 -0.91 -4.46
F -0.53 -1.93 -5.00
F -2.43 -0.84 -5.17
F -0.61 0.25 -4.68
O -0.65 1.34 -2.26
C -1.98 1.79 -2.31
O -2.92 1.14 -2.63
C -2.21 3.26 -2.04
C -1.61 4.02 -1.01
C -1.87 5.40 -0.92
C -2.75 6.07 -1.82
C -3.37 5.27 -2.81
C -3.11 3.88 -2.95
N 1.06 0.37 -1.04
C 1.26 1.33 0.09
P 3.14 1.62 0.38
O 3.99 0.22 0.03
O 3.55 2.85 -0.68
H -1.05 2.74 3.94
H 1.48 0.13 1.87
H -1.56 1.11 0.31
H -2.36 -2.66 -0.96
H -5.46 -1.46 -0.29
H -4.22 -1.71 -1.59
H -5.10 -0.17 -1.46
H 0.52 -1.05 -2.92
H -0.29 -2.04 -1.71
H -0.93 3.57 -0.27
H -1.38 6.00 -0.14
H -2.91 7.15 -1.72
H -4.08 5.74 -3.51
H -3.63 3.27 -3.75
H 1.53 0.78 -1.86
H 1.51 -0.54 -0.89
H 0.86 2.32 -0.17
H 4.74 0.50 -0.51
H 3.05 2.78 -1.51
Cl -4.60 4.05 -5.30
C -5.24 3.00 -6.63
C -4.30 2.91 -7.84
Cl -4.21 4.46 -8.71
H -6.22 3.39 -6.92
H -5.39 2.01 -6.19
H -4.68 2.17 -8.55
H -3.26 2.61 -7.56
C 4.33 -2.69 3.33
C 3.97 -3.45 4.61
C 4.27 -2.53 5.80
S 4.09 -0.85 5.19
O 5.37 -0.21 5.23
O 2.91 -0.25 5.78
C 3.73 -1.30 3.50
H 3.95 -3.19 2.44
H 5.42 -2.61 3.25
H 2.90 -3.70 4.60
H 4.52 -4.38 4.70
H 3.57 -2.69 6.62
H 5.29 -2.65 6.15
H 4.16 -0.56 2.82
H 2.64 -1.32 3.38
C 4.05 -6.24 7.29
O 4.66 -5.32 6.76
N 4.64 -7.43 7.61
N 2.73 -6.16 7.60
H 4.15 -8.18 8.04
H 5.62 -7.53 7.40
H 2.25 -5.31 7.38
H 2.22 -6.91 8.03
Br -2.72 2.23 -6.01
Ca -2.73 -0.79 -7.10
```

Properties
HOMO-LUMO gap	4.429	eV
highest occupied orbital energy	-12.394	eV
M	851.28	g mol⁻¹
E	-7124.65614	hartree
charge	+2

=====

- Among the records above, which one has the highest M?
  C23H35AsBClN10O6OsSi2

=====

- What is the formula in the fourth record?
  C23H35BBrCaCl2F3N3O11PS

=====

- Which of these has the highest E?
  C23H34N4O2